{
  "formula": "C44H70O22",
  "method": "ωB97M-V/def2-TZVPD",
  "symbols": ["O", "C", "O", "C", "C", "C", "H", "H", "H", "H", "H", "H", "H", "H", "O", "C", "O", "C", "C", "C", "H", "H", "H", "H", "H", "H", "H", "H", "O", "C", "O", "C", "C", "C", "H", "H", "H", "H", "H", "H", "O", "C", "O", "C", "C", "C", "H", "H", "H", "H", "H", "H", "O", "C", "O", "C", "C", "C", "H", "H", "H", "H", "H", "H", "O", "C", "O", "C", "C", "C", "H", "H", "H", "H", "H", "H", "O", "C", "O", "C", "C", "C", "H", "H", "H", "H", "H", "H", "O", "C", "O", "C", "C", "C", "H", "H", "H", "H", "H", "H", "O", "C", "O", "C", "C", "C", "H", "H", "H", "H", "H", "H", "O", "C", "O", "C", "C", "C", "H", "H", "H", "H", "H", "H", "O", "C", "O", "C", "C", "C", "H", "H", "H", "H", "H", "H"],
  "xyz": [[0.0788, 1.9790, -0.5448], [-0.0576, 1.1186, 0.2874], [0.8489, 0.3623, 0.7602], [2.1671, 0.4111, 0.1577], [2.2804, -0.6485, -0.9021], [-1.2920, 1.1171, 1.1573], [2.8981, 0.0060, 0.8574], [2.5508, 1.4061, -0.0683], [3.1637, -1.2674, -0.7442], [2.5133, -0.1864, -1.8614], [1.2899, -1.0439, -1.1272], [-2.0447, 0.3518, 0.9681], [-1.7766, 2.0934, 1.1682], [-0.8143, 0.9585, 2.1241], [7.5219, 1.2733, 5.8104], [7.0382, 0.2303, 5.3241], [6.5391, -0.7760, 6.0457], [6.4871, -0.8241, 7.4752], [5.8382, -2.1399, 7.8249], [7.0250, 0.0720, 3.7887], [6.0006, 0.0321, 7.9425], [7.4903, -0.8840, 7.8973], [5.9272, -2.3833, 8.8837], [6.0674, -2.9063, 7.0845], [4.7519, -2.0942, 7.7479], [7.2116, 0.9566, 3.1797], [6.0447, -0.3330, 3.5376], [7.7200, -0.7306, 3.5423], [-2.6235, -3.0354, 3.9603], [-1.4112, -2.7861, 4.0504], [-0.6074, -2.8909, 3.0377], [0.7820, -2.9331, 3.3458], [0.7711, -2.3121, 4.7007], [-0.6154, -2.4613, 5.3409], [1.4188, -2.3053, 2.7226], [1.1441, -3.9531, 3.2171], [1.2041, -1.3117, 4.7020], [1.5077, -2.8436, 5.3031], [-0.9891, -1.4827, 5.6420], [-0.5977, -3.2180, 6.1253], [-2.1497, 2.8232, 6.7441], [-2.9085, 3.7046, 7.1750], [-2.7958, 4.9094, 6.7056], [-3.6184, 5.8300, 7.3577], [-3.8885, 5.2082, 8.7103], [-3.7650, 3.7527, 8.4413], [-4.5293, 5.7847, 6.7608], [-3.0287, 6.7467, 7.3520], [-4.9064, 5.2877, 9.0918], [-3.0814, 5.4736, 9.3932], [-4.7581, 3.4097, 8.1509], [-3.2818, 3.2243, 9.2631], [-4.5593, 7.7853, -0.9857], [-3.9869, 7.1370, -1.8969], [-2.7076, 7.1559, -1.9650], [-2.1988, 6.1087, -2.7367], [-3.4272, 5.3521, -3.1425], [-4.6200, 6.3653, -3.0660], [-1.6075, 5.3703, -2.1953], [-1.5348, 6.3031, -3.5790], [-3.6565, 4.5163, -2.4814], [-3.3255, 4.7495, -4.0451], [-5.4756, 5.7939, -2.7060], [-4.9175, 6.9535, -3.9341], [-1.9529, -4.9753, -3.3308], [-1.8961, -5.4350, -2.1728], [-3.0458, -5.9686, -1.5838], [-2.7245, -6.4799, -0.3136], [-1.1495, -6.6110, -0.3624], [-0.7143, -5.5966, -1.2887], [-3.2712, -7.3578, 0.0306], [-2.9598, -5.6496, 0.3523], [-0.8246, -7.5844, -0.7300], [-0.6716, -6.4507, 0.6040], [0.2147, -5.8724, -1.7875], [-0.3218, -4.6403, -0.9430], [-7.5947, -4.4142, 0.5316], [-7.5538, -3.1767, 0.2737], [-8.2316, -2.6764, -0.7806], [-7.7816, -1.3606, -0.9966], [-6.4023, -1.3097, -0.3782], [-6.6040, -2.1481, 0.8964], [-8.5310, -0.7302, -0.5180], [-7.9223, -1.1344, -2.0535], [-6.2171, -0.2799, -0.0729], [-5.5593, -1.5985, -1.0060], [-7.1697, -1.5877, 1.6407], [-5.7953, -2.7706, 1.2793], [2.7655, -1.8954, -7.0320], [1.8760, -0.9653, -7.1614], [2.1742, 0.2071, -7.6863], [1.0996, 1.1659, -7.6521], [-0.0537, 0.4291, -7.0596], [0.4724, -0.9277, -6.6195], [0.8550, 1.3585, -8.6968], [1.3112, 2.1155, -7.1606], [-1.0424, 0.4632, -7.5173], [-0.2154, 1.0069, -6.1496], [-0.1348, -1.7987, -6.8661], [0.4586, -1.1111, -5.5452], [-7.2356, 3.3625, -0.4236], [-7.3122, 4.0703, 0.5849], [-6.2333, 4.2443, 1.3010], [-6.5028, 5.2602, 2.2924], [-7.8346, 5.9996, 1.8168], [-8.4772, 4.9408, 0.9525], [-5.6807, 5.9687, 2.1917], [-6.6841, 4.7886, 3.2583], [-7.5561, 6.9021, 1.2726], [-8.4485, 6.2594, 2.6792], [-8.9626, 5.3564, 0.0695], [-9.1762, 4.3138, 1.5061], [6.7640, 0.8606, -2.2974], [6.9060, 0.9466, -3.5254], [6.5661, -0.0153, -4.3638], [7.1766, 0.1417, -5.6951], [7.9452, 1.4941, -5.7161], [7.4884, 2.1096, -4.3266], [6.3492, 0.2627, -6.3942], [7.7940, -0.7354, -5.8893], [7.6610, 2.1328, -6.5523], [9.0052, 1.2400, -5.7134], [6.7873, 2.9417, -4.3911], [8.3639, 2.5063, -3.8125], [8.7668, -7.1492, -4.4592], [7.5920, -6.7730, -4.8008], [6.8331, -6.2124, -3.8310], [5.6771, -5.6874, -4.4204], [5.8621, -5.6968, -5.9570], [7.0297, -6.6819, -6.1927], [5.4036, -4.7756, -3.8894], [4.8870, -6.4108, -4.2189], [6.2627, -4.7331, -6.2714], [4.8955, -5.7195, -6.4603], [7.7386, -6.3987, -6.9709], [6.7394, -7.7169, -6.3728]],
  "mulliken_charge": [-0.627, 0.760, -0.263, -0.130, -1.118, -0.888, 0.111, 0.392, 0.357, 0.328, 0.291, 0.256, 0.285, 0.250, -0.580, 0.675, -0.244, -0.175, -1.130, -0.893, 0.311, 0.266, 0.367, 0.315, 0.267, 0.306, 0.246, 0.269, -0.649, 0.456, -0.314, -0.077, -0.597, -0.285, 0.089, 0.260, 0.292, 0.308, 0.203, 0.309, -0.645, 0.555, -0.335, -0.356, -0.484, -0.394, 0.219, 0.300, 0.294, 0.288, 0.263, 0.294, -0.651, 0.546, -0.304, -0.317, -0.639, -0.299, 0.216, 0.316, 0.242, 0.429, 0.162, 0.304, -0.626, 0.499, -0.340, -0.344, -0.489, -0.149, 0.342, 0.203, 0.254, 0.287, 0.252, 0.114, -0.624, 0.565, -0.328, -0.394, -0.337, -0.404, 0.240, 0.294, 0.228, 0.254, 0.263, 0.242, -0.656, 0.559, -0.332, -0.391, -0.424, -0.380, 0.228, 0.300, 0.412, 0.168, 0.291, 0.224, -0.672, 0.511, -0.295, -0.425, -0.541, -0.287, 0.326, 0.289, 0.271, 0.307, 0.261, 0.253, -0.661, 0.503, -0.271, -0.314, -0.489, -0.382, 0.211, 0.303, 0.291, 0.270, 0.276, 0.260, -0.633, 0.477, -0.309, -0.390, -0.499, -0.275, 0.335, 0.236, 0.155, 0.389, 0.303, 0.211],
  "total_charge": 0,
  "homo_energy_ev": -9.6,
  "multiplicity": 1,
  "smiles": "CCOC(C)=O.CCOC(C)=O.O=C1CCCO1.O=C1CCCO1.O=C1CCCO1.O=C1CCCO1.O=C1CCCO1.O=C1CCCO1.O=C1CCCO1.O=C1CCCO1.O=C1CCCO1",
  "homo_lumo_gap_ev": 9.69
}

{
  "formula": "C44H72ClF6N3O9P",
  "method": "ωB97M-V/def2-TZVPD",
  "symbols": ["C", "C", "O", "O", "C", "C", "C", "P", "O", "Cl", "C", "C", "F", "F", "C", "F", "F", "F", "N", "C", "C", "O", "N", "C", "O", "F", "C", "C", "C", "C", "C", "C", "C", "C", "C", "C", "C", "C", "C", "N", "C", "C", "C", "C", "H", "H", "H", "H", "H", "H", "H", "H", "H", "H", "H", "H", "H", "H", "H", "H", "H", "H", "H", "H", "H", "H", "H", "H", "H", "H", "H", "H", "H", "H", "H", "H", "H", "H", "H", "H", "H", "H", "H", "H", "C", "C", "C", "O", "C", "H", "H", "H", "H", "H", "H", "H", "H", "C", "C", "C", "O", "C", "H", "H", "H", "H", "H", "H", "H", "H", "C", "C", "C", "O", "C", "H", "H", "H", "H", "H", "H", "H", "H", "C", "C", "C", "O", "C", "H", "H", "H", "H", "H", "H", "H", "H"],
  "xyz": [[-1.9231, -1.0536, 2.6690], [-2.4001, -2.0177, 1.5261], [-3.2229, -2.8445, 1.7890], [-1.8836, -2.0051, 0.2126], [-2.4926, -1.0167, -0.6321], [-3.7593, -0.3253, -0.0251], [-4.4723, 0.6585, -1.0999], [-4.9707, -0.2135, -2.7036], [-6.1471, 0.7413, -3.4610], [-3.3248, -0.2587, -4.0263], [-5.7360, 1.0978, -0.2522], [-7.0592, 0.3150, 0.0181], [-7.1084, -0.9114, -0.5690], [-7.1361, 0.0890, 1.3836], [-8.3791, 1.0813, -0.3750], [-8.4539, 2.3312, 0.1828], [-8.5576, 1.1898, -1.7076], [-9.4125, 0.3656, 0.1532], [-5.5600, 2.2693, 0.2476], [-4.2550, 2.8989, -0.0442], [-3.4353, 3.2194, 1.2611], [-3.3700, 2.4955, 2.2067], [-2.7220, 4.5189, 1.2463], [-1.2940, 4.2852, 1.1678], [-0.5175, 5.1291, 1.3713], [-0.9364, 2.9909, 0.8683], [-3.5679, 1.9720, -1.1440], [-3.5930, 2.9034, -2.4228], [-2.5038, 4.0614, -2.2346], [-1.6753, 4.3893, -3.5417], [-0.2955, 3.5943, -3.6715], [-0.6536, 2.0761, -3.8899], [0.4514, 1.2445, -4.6486], [1.8921, 1.2658, -4.0069], [1.9690, 1.0640, -2.4473], [3.2706, 1.8715, -1.9650], [3.7064, 1.5420, -0.4874], [2.6739, 2.1787, 0.5207], [2.4045, 1.3348, 1.8209], [2.4442, -0.1154, 1.6310], [1.8407, -0.9101, 0.6750], [2.1893, -2.2932, 0.9075], [3.0865, -2.2910, 2.1092], [3.1958, -0.9006, 2.4971], [-2.1744, -1.5593, 3.6302], [-2.4563, -0.0620, 2.6423], [-0.8228, -0.8369, 2.6188], [-2.7772, -1.5513, -1.5835], [-1.7098, -0.2664, -0.9315], [-4.5639, -1.0658, 0.2545], [-3.5451, 0.3321, 0.8604], [-6.9008, 0.1266, -3.5738], [-6.2023, 2.8265, 0.8186], [-4.5537, 3.9269, -0.3929], [-2.8531, 4.9123, 2.1865], [-2.5099, 1.7458, -0.8730], [-4.6175, 3.3665, -2.5084], [-3.3685, 2.3824, -3.3819], [-1.7792, 3.7103, -1.4527], [-3.0511, 4.9462, -1.8130], [-1.4808, 5.4960, -3.5325], [-2.3576, 4.1684, -4.4124], [0.3663, 4.0361, -4.4531], [0.1705, 3.6762, -2.6454], [-1.5778, 2.0350, -4.5327], [-0.8627, 1.6078, -2.8930], [0.5490, 1.7121, -5.6722], [0.0355, 0.2188, -4.8157], [2.4434, 0.3894, -4.4579], [2.4961, 2.1713, -4.2607], [1.1112, 1.4995, -1.8715], [2.0372, -0.0170, -2.1365], [4.0910, 1.5978, -2.6760], [2.9731, 2.9558, -2.0245], [4.7111, 2.0322, -0.3370], [3.8334, 0.4361, -0.3956], [1.7455, 2.4237, -0.0513], [3.1083, 3.1706, 0.8376], [1.3492, 1.5852, 2.1477], [3.0512, 1.6896, 2.6669], [1.1914, -0.5189, -0.1395], [1.8627, -3.1826, 0.3309], [3.5378, -3.1786, 2.6063], [3.7661, -0.4658, 3.3395], [1.8196, 7.6798, -4.3280], [2.1955, 7.7092, -2.8580], [2.5300, 6.2525, -2.5916], [3.0383, 5.7130, -3.8172], [2.7848, 6.6445, -4.8778], [1.9057, 8.6470, -4.8233], [0.7891, 7.3280, -4.4412], [3.0848, 8.3291, -2.7146], [1.4064, 8.0908, -2.2094], [1.6338, 5.6817, -2.3193], [3.2730, 6.1307, -1.8012], [3.7391, 7.1014, -5.1591], [2.3847, 6.1143, -5.7441], [-7.2732, -0.8633, 4.5570], [-7.2348, -0.6953, 6.0639], [-6.6337, -2.0165, 6.5093], [-5.7650, -2.4515, 5.4541], [-5.9984, -1.6476, 4.2951], [-7.3125, 0.0803, 4.0105], [-8.1448, -1.4602, 4.2723], [-6.5654, 0.1286, 6.3288], [-8.2097, -0.4982, 6.5101], [-7.4067, -2.7797, 6.6448], [-6.0666, -1.9279, 7.4372], [-5.1383, -0.9777, 4.1710], [-6.0703, -2.2875, 3.4131], [4.6296, -7.6704, 2.4093], [4.6589, -7.2877, 3.8764], [4.9098, -5.7923, 3.8050], [4.3099, -5.3291, 2.5860], [3.9568, -6.4631, 1.7818], [4.1012, -8.6032, 2.2092], [5.6513, -7.7675, 2.0313], [3.6825, -7.4821, 4.3305], [5.4150, -7.8189, 4.4548], [5.9809, -5.5706, 3.7576], [4.4801, -5.2538, 4.6523], [2.8656, -6.5617, 1.8007], [4.2729, -6.2941, 0.7505], [9.1628, -6.3286, -0.5580], [9.5882, -7.7750, -0.3931], [9.1230, -8.0798, 1.0194], [7.9644, -7.2683, 1.2586], [7.8529, -6.2976, 0.2085], [9.0548, -6.0178, -1.5974], [9.8926, -5.6699, -0.0782], [9.0495, -8.4038, -1.1081], [10.6568, -7.9383, -0.5338], [9.8842, -7.8045, 1.7568], [8.8679, -9.1319, 1.1592], [7.0121, -6.5892, -0.4310], [7.6398, -5.3168, 0.6374]],
  "mulliken_charge": [-0.505, 0.768, -0.513, -0.345, -0.058, -1.440, 2.621, 0.112, -0.478, -0.163, -1.053, 0.588, -0.249, -0.192, 0.579, -0.264, -0.197, -0.219, 0.135, -0.549, -0.419, -0.499, -0.200, 0.345, -0.433, 0.016, 0.645, -1.673, 0.319, -1.343, 0.493, 0.573, -1.256, -1.077, 0.995, -0.875, -0.735, 0.273, -0.855, 0.545, -0.167, -0.837, -0.396, -0.541, 0.372, 0.069, 0.063, 0.203, 0.189, 0.569, -0.055, 0.380, 0.455, 0.822, 0.459, -0.043, 0.452, 0.440, -0.461, 0.623, 0.218, 0.456, 0.499, -0.445, 0.522, -0.759, 0.364, 0.306, 0.388, 0.448, -0.707, 0.486, 0.546, 0.002, 0.396, 0.289, -0.445, 0.454, 0.146, 0.387, 0.302, 0.439, 0.364, 0.326, -0.344, -0.618, 0.059, -0.406, -0.503, 0.349, 0.115, 0.279, 0.319, -0.151, 0.328, 0.321, 0.280, -0.220, -0.614, -0.523, -0.433, -0.104, 0.154, 0.298, 0.271, 0.373, 0.285, 0.291, -0.010, 0.238, -0.089, -0.684, -0.462, -0.258, -0.581, 0.383, -0.125, 0.320, 0.340, 0.299, 0.271, 0.304, 0.282, -0.567, -0.550, -0.462, -0.357, -0.358, 0.335, 0.271, 0.266, 0.340, 0.270, 0.268, 0.241, 0.275],
  "total_charge": 1,
  "homo_energy_ev": -9.4,
  "multiplicity": 1,
  "homo_lumo_gap_ev": 4.06
}